The following is a quantum chemistry calculation of C34H93HfN5O16 as an isolated structure in a non-equilibrium geometry, from OMol25.

Element x y z (Å)
Hf: 0.77 -1.81 6.17
C: -4.88 -1.22 5.19
C: -4.34 -2.56 5.84
O: -2.94 -2.47 6.13
H: -5.08 -0.52 6.01
H: -5.76 -1.37 4.56
H: -4.15 -0.64 4.62
H: -4.51 -3.46 5.24
H: -5.01 -2.79 6.67
C: 0.96 2.57 1.95
C: -0.07 1.43 2.10
O: 0.06 0.74 3.32
H: 1.94 2.09 1.87
H: 1.02 3.23 2.81
H: 0.73 3.21 1.10
H: 0.00 0.75 1.26
H: -1.07 1.79 1.90
C: 3.70 4.59 5.60
O: 4.48 3.80 4.67
C: 5.84 4.31 4.51
C: 6.70 3.40 3.62
N: 6.60 3.72 2.17
C: 7.11 2.61 1.38
C: 6.63 2.73 -0.04
O: 5.24 2.81 -0.18
C: 4.67 2.79 -1.48
H: 3.78 5.67 5.50
H: 3.99 4.42 6.63
H: 2.63 4.40 5.50
H: 6.24 4.42 5.52
H: 5.83 5.33 4.12
H: 6.35 2.41 3.91
H: 7.70 3.48 4.05
H: 5.64 3.86 1.90
H: 6.79 1.63 1.71
H: 8.18 2.39 1.40
H: 6.95 1.87 -0.63
H: 7.21 3.56 -0.44
H: 4.76 1.77 -1.84
H: 5.10 3.51 -2.17
H: 3.59 2.93 -1.41
C: 2.78 -2.47 -3.01
O: 4.11 -2.16 -3.22
C: 4.81 -3.37 -3.44
C: 6.27 -3.14 -3.78
N: 6.66 -3.08 -5.23
C: 5.87 -2.20 -6.12
C: 6.58 -2.16 -7.52
O: 6.37 -3.43 -8.28
C: 7.01 -3.36 -9.55
H: 2.58 -3.10 -2.15
H: 2.37 -3.01 -3.86
H: 2.24 -1.52 -2.94
H: 4.38 -3.97 -4.24
H: 4.71 -3.97 -2.53
H: 6.90 -3.89 -3.32
H: 6.50 -2.18 -3.32
H: 6.69 -4.01 -5.63
H: 5.73 -1.24 -5.63
H: 4.86 -2.60 -6.17
H: 7.64 -2.07 -7.27
H: 6.19 -1.29 -8.06
H: 8.04 -3.04 -9.36
H: 6.52 -2.63 -10.19
H: 7.06 -4.34 -10.03
C: -2.37 0.66 -3.75
O: -2.70 -0.49 -4.44
C: -3.95 -0.33 -5.19
C: -4.35 -1.81 -5.47
N: -3.43 -2.61 -6.25
C: -3.83 -4.04 -6.15
C: -2.67 -4.98 -6.49
O: -1.60 -4.75 -5.48
C: -0.35 -5.36 -5.69
H: -1.32 0.62 -3.45
H: -2.92 0.84 -2.83
H: -2.53 1.50 -4.44
H: -3.83 0.15 -6.17
H: -4.70 0.21 -4.62
H: -5.31 -1.86 -5.98
H: -4.49 -2.22 -4.47
H: -2.54 -2.50 -5.77
H: -4.67 -4.15 -6.83
H: -4.11 -4.22 -5.11
H: -2.34 -4.69 -7.48
H: -3.00 -6.02 -6.49
H: -0.08 -5.12 -6.72
H: -0.28 -6.44 -5.59
H: 0.43 -4.90 -5.08
C: -7.48 5.09 2.03
O: -6.69 4.92 3.12
C: -5.36 4.34 2.81
C: -4.33 5.40 2.19
N: -3.71 6.01 3.31
C: -2.56 6.83 2.93
C: -1.92 7.55 4.11
O: -2.86 8.45 4.72
C: -2.35 9.11 5.87
H: -7.12 5.87 1.37
H: -8.48 5.41 2.35
H: -7.56 4.18 1.44
H: -5.50 3.46 2.18
H: -5.03 3.87 3.74
H: -4.76 6.17 1.55
H: -3.59 4.87 1.59
H: -4.34 6.70 3.69
H: -2.89 7.55 2.17
H: -1.82 6.13 2.53
H: -1.08 8.18 3.81
H: -1.63 6.75 4.78
H: -1.90 8.44 6.59
H: -3.23 9.60 6.30
H: -1.54 9.81 5.69
C: -6.76 -2.66 -0.38
O: -5.60 -3.45 -0.49
C: -4.51 -2.59 -0.17
C: -3.25 -3.43 -0.31
N: -3.32 -4.56 0.64
C: -2.42 -5.62 0.38
C: -2.37 -6.71 1.43
O: -3.63 -7.40 1.42
C: -4.46 -7.06 2.57
H: -7.58 -3.38 -0.34
H: -6.94 -2.14 -1.32
H: -6.85 -1.97 0.46
H: -4.61 -2.12 0.81
H: -4.45 -1.75 -0.87
H: -2.36 -2.83 -0.12
H: -3.06 -3.85 -1.29
H: -4.29 -4.81 0.49
H: -1.45 -5.26 0.04
H: -2.65 -6.11 -0.57
H: -2.04 -6.37 2.41
H: -1.58 -7.37 1.07
H: -5.23 -7.82 2.60
H: -4.86 -6.06 2.41
H: -3.96 -7.10 3.54
O: 4.21 -0.36 0.89
H: 4.19 -0.78 0.03
H: 4.47 0.54 0.70
O: -2.18 3.38 5.75
H: -1.96 2.69 5.13
H: -2.45 4.12 5.19
O: 2.76 1.04 6.38
H: 3.48 1.20 6.98
H: 2.84 1.72 5.71
O: 3.42 -2.20 4.20
H: 3.60 -1.65 3.43
H: 4.23 -2.70 4.33

Values from the calculation:
* LUMO: -10.5 eV
* total charge: +2
* spin multiplicity: 1
* HOMO-LUMO gap: 0.0445 hartree
* HOMO: -11.7 eV



The following is a quantum chemistry calculation of one molecule with the formula C3H3NS in a non-equilibrium geometry, from OMol25.

Element x y z (Å)
C: 1.55 -0.80 0.03
C: 0.80 0.13 -0.17
C: -0.20 1.20 -0.03
N: -1.49 0.97 0.06
S: -2.08 -0.63 -0.02
H: 2.23 -1.68 0.29
H: 0.17 2.19 0.05
H: -0.98 -1.37 -0.21

Values from the calculation:
* LUMO: 0.2 eV
* total charge: 0
* SMILES: C#C/C=N\S
* spin multiplicity: 1
* HOMO-LUMO gap: 0.3396 hartree
* HOMO: -9.1 eV
* ΔE to the lowest compared entry with this formula, charge and spin: 47.3 kcal/mol



The following is a quantum chemistry calculation of C13H24Cl2CrNO4P2 as an isolated structure in a non-equilibrium geometry, from OMol25.

Element x y z (Å)
Cr: -0.02 -0.02 0.58
P: 2.08 -1.09 0.68
C: 2.33 -1.39 -1.07
C: 1.02 -1.80 -1.73
N: -0.12 -1.32 -1.19
C: -1.30 -1.61 -1.80
C: -1.37 -2.47 -2.89
C: -0.18 -2.94 -3.46
C: 1.03 -2.59 -2.87
C: -2.57 -0.98 -1.26
P: -2.16 0.47 -0.28
H: 1.99 -2.93 -3.27
H: -2.35 -2.72 -3.32
H: -0.21 -3.58 -4.34
H: -3.21 -0.65 -2.09
H: -3.14 -1.68 -0.62
H: 2.70 -0.44 -1.51
H: 3.09 -2.18 -1.17
H: 1.03 3.70 -1.49
O: 1.37 2.87 -1.91
H: 2.23 3.08 -2.29
H: -0.33 4.25 0.60
O: -0.42 4.16 -0.36
H: -1.02 4.90 -0.55
C: -2.12 1.83 -1.45
H: -3.10 1.90 -1.94
H: -1.83 2.76 -0.92
H: -1.33 1.64 -2.18
C: -3.35 0.68 1.04
H: -2.99 1.49 1.70
H: -4.35 0.92 0.63
H: -3.39 -0.24 1.63
C: 2.01 -2.68 1.50
H: 3.00 -3.15 1.46
H: 1.68 -2.52 2.54
H: 1.27 -3.32 1.01
C: 3.43 -0.12 1.38
H: 3.10 0.28 2.35
H: 4.32 -0.76 1.49
H: 3.63 0.73 0.71
Cl: 1.54 1.68 4.85
C: -0.10 1.14 4.45
Cl: -1.32 2.40 4.70
C: -0.09 0.80 2.94
O: -0.17 -0.45 2.63
O: 0.01 1.69 2.06
H: -0.36 0.24 5.02

Values from the calculation:
* LUMO (spin up / spin down): -8.5 / -7.1 eV
* total charge: +2
* spin multiplicity: 4
* HOMO-LUMO gap (spin up / spin down): 0.2693 / 0.3311 hartree
* <S²>: 3.831
* HOMO (spin up / spin down): -15.8 / -16.1 eV



The following is a quantum chemistry calculation of a 2-piece molecular cluster, C2H3NOS2 overall in a non-equilibrium geometry, from OMol25.

Element x y z (Å)
C: 0.05 -0.69 -0.13
C: -1.18 0.13 0.12
H: 3.40 -0.49 1.17
H: 0.14 -1.62 -0.63
H: -3.12 -0.32 -0.18
N: 1.12 -0.02 0.17
O: -2.14 -0.81 -0.30
S: 2.47 -0.89 -0.43
S: -1.49 1.67 0.48

Values from the calculation:
* LUMO: -1.1 eV
* total charge: 0
* spin multiplicity: 1
* HOMO-LUMO gap: 0.2953 hartree
* HOMO: -9.1 eV
* ΔE to the lowest compared entry with this formula, charge and spin: 93.8 kcal/mol



The following is a quantum chemistry calculation of C39H43ClF3N7NaOPSi as an isolated structure, from OMol25.

Element x y z (Å)
Na: -0.17 0.61 0.49
C: -2.99 4.66 -1.56
Si: -1.62 4.02 -0.39
C: -2.52 3.39 1.13
C: -0.69 5.58 0.14
N: -0.65 2.79 -1.02
C: 0.04 2.85 -2.18
C: 0.13 3.97 -3.06
C: 0.84 3.94 -4.25
C: 1.53 2.81 -4.66
C: 1.48 1.69 -3.83
C: 0.78 1.74 -2.65
F: 0.80 0.62 -1.87
H: -3.69 5.30 -1.02
H: -3.54 3.82 -1.99
H: -2.58 5.24 -2.39
H: -3.23 4.13 1.50
H: -1.80 3.16 1.92
H: -3.07 2.47 0.90
H: -1.33 6.26 0.71
H: -0.29 6.13 -0.72
H: 0.16 5.31 0.78
H: -0.38 4.88 -2.77
H: 0.87 4.84 -4.87
H: 2.08 2.78 -5.59
H: 1.99 0.77 -4.09
F: 2.72 2.94 4.96
C: 1.56 2.38 4.50
C: 1.50 1.81 3.25
C: 0.33 1.24 2.74
C: -0.81 1.26 3.60
C: -0.70 1.84 4.86
F: -1.75 1.88 5.74
C: 0.46 2.42 5.34
C: -2.07 0.63 3.09
C: -3.30 0.68 3.77
C: -4.42 0.07 3.22
C: -4.31 -0.60 2.01
C: -3.06 -0.61 1.41
N: -1.99 -0.01 1.92
H: 2.41 1.82 2.65
H: 0.50 2.86 6.32
H: -3.40 1.20 4.71
H: -5.37 0.11 3.74
H: -5.15 -1.11 1.56
H: -2.90 -1.13 0.47
C: 5.84 0.05 0.20
N: 5.07 0.61 -0.90
C: 4.99 -0.38 -1.97
N: 4.47 -1.68 -1.55
C: 5.27 -2.16 -0.43
N: 5.34 -1.23 0.70
C: 4.02 -1.07 1.34
P: 2.69 -0.40 0.22
C: 3.72 1.01 -0.45
C: 3.05 -1.59 -1.17
H: 5.85 0.77 1.02
H: 6.87 -0.10 -0.14
H: 6.00 -0.53 -2.37
H: 4.35 0.01 -2.76
H: 6.29 -2.31 -0.79
H: 4.87 -3.11 -0.08
H: 4.12 -0.42 2.21
H: 3.68 -2.05 1.70
H: 3.82 1.76 0.33
H: 3.19 1.48 -1.28
H: 2.46 -1.30 -2.04
H: 2.70 -2.57 -0.84
N: -5.31 -2.35 -4.77
C: -4.09 -2.94 -4.58
O: -3.77 -3.94 -5.19
C: -3.17 -2.26 -3.61
C: -3.38 -0.97 -3.15
C: -2.48 -0.44 -2.23
N: -1.43 -1.11 -1.77
C: -1.23 -2.34 -2.23
C: -2.06 -2.96 -3.15
H: -5.97 -2.92 -5.27
H: -5.69 -1.79 -4.03
H: -4.19 -0.36 -3.51
H: -2.61 0.57 -1.84
H: -0.36 -2.86 -1.83
H: -1.88 -3.97 -3.50
Cl: -1.21 -8.02 3.67
C: -0.73 -6.47 2.97
C: -0.37 -5.40 3.79
C: 0.01 -4.19 3.25
C: 0.04 -3.95 1.83
C: 0.43 -2.74 1.28
C: -0.37 -5.08 1.03
C: -0.74 -6.29 1.59
H: -0.39 -5.53 4.87
H: 0.28 -3.37 3.91
H: 0.37 -2.56 0.21
H: 0.69 -1.90 1.91
H: -0.39 -4.97 -0.05
H: -1.03 -7.12 0.95

Values from the calculation:
* LUMO: 3.5 eV
* total charge: -2
* spin multiplicity: 1
* HOMO-LUMO gap: 0.1353 hartree
* HOMO: -0.2 eV
* ΔE to the lowest compared entry with this formula, charge and spin: 0.9 kcal/mol



The following is a quantum chemistry calculation of a 2-piece molecular cluster, C4H13NO3 overall in a non-equilibrium geometry, from OMol25.

Element x y z (Å)
C: -0.62 -1.72 -1.02
C: -1.07 -0.83 0.18
C: -2.07 0.22 -0.43
O: -1.91 1.56 -0.05
N: 0.04 -0.06 0.69
C: 1.17 -0.66 1.31
O: 2.35 -0.71 0.58
H: 0.32 -2.23 -0.72
H: -1.27 -2.58 -1.09
H: -0.47 -1.09 -1.87
H: -1.64 -1.41 0.91
H: -3.12 -0.10 -0.47
H: -1.90 0.27 -1.52
H: -1.49 1.80 0.76
H: 0.22 0.73 0.07
H: 1.33 -0.27 2.34
H: 0.94 -1.74 1.45
H: 2.67 0.11 0.23
O: 1.71 1.81 -0.83
H: 1.64 1.24 -1.62
H: 1.19 2.60 -0.75

Values from the calculation:
* LUMO: 0.5 eV
* total charge: 0
* SMILES: C[C@H](CO)NCO.O
* spin multiplicity: 1
* HOMO-LUMO gap: 0.3338 hartree
* HOMO: -8.6 eV
* ΔE to the lowest compared entry with this formula, charge and spin: 60.4 kcal/mol



The following is a quantum chemistry calculation of C19H27Br3N4O10 as an isolated structure in a non-equilibrium geometry, from OMol25.

Element x y z (Å)
C: 3.97 -3.77 -2.03
C: 3.87 -2.18 -1.98
O: 4.95 -1.37 -1.62
H: 4.86 -4.05 -2.60
H: 3.16 -4.28 -2.55
H: 4.15 -4.31 -1.09
H: 3.05 -1.90 -1.33
H: 3.50 -1.87 -2.96
C: -1.19 -0.93 -0.99
C: 0.36 -0.76 -0.97
O: 0.91 0.42 -0.45
H: -1.64 -0.16 -1.61
H: -1.64 -0.76 -0.01
H: -1.63 -1.88 -1.29
H: 0.77 -1.13 -1.90
H: 0.69 -1.50 -0.24
C: 1.72 -3.89 1.77
N: 2.00 -5.34 1.55
O: 1.11 -6.16 1.83
O: 3.10 -5.56 1.11
H: 1.88 -3.26 0.89
H: 2.32 -3.58 2.63
H: 0.70 -3.79 2.13
C: -0.34 2.87 1.55
N: 0.86 2.44 2.29
O: 0.78 1.98 3.42
O: 1.96 2.60 1.75
H: -1.16 2.92 2.26
H: -0.38 2.16 0.72
H: -0.25 3.92 1.26
C: -3.19 3.79 -1.96
C: -3.40 5.07 -2.39
C: -2.30 5.86 -2.79
C: -1.03 5.36 -2.64
C: -0.86 4.02 -2.17
C: -1.92 3.21 -1.94
N: 0.16 6.28 -2.91
O: -0.04 7.46 -2.88
O: 1.25 5.81 -3.07
H: -4.00 3.14 -1.63
H: -4.41 5.44 -2.40
H: -2.49 6.83 -3.22
H: 0.10 3.58 -1.94
H: -1.67 2.24 -1.54
C: -2.64 -1.63 4.17
C: -2.12 -0.83 3.19
C: -0.75 -0.69 2.98
C: 0.16 -1.21 3.90
C: -0.36 -1.83 5.05
C: -1.71 -2.12 5.13
N: 1.59 -1.08 3.66
O: 1.94 -0.59 2.61
O: 2.38 -1.51 4.50
H: -3.70 -1.61 4.36
H: -2.86 -0.47 2.49
H: -0.33 -0.23 2.10
H: 0.26 -2.26 5.82
H: -2.11 -2.57 6.03
C: -1.55 -1.09 -4.85
Br: -2.31 -1.54 -6.58
Br: -0.37 -2.54 -4.14
Br: -3.12 -1.01 -3.75
H: -1.08 -0.11 -4.74

Values from the calculation:
* LUMO (spin up / spin down): 4.7 / 4.7 eV
* total charge: -3
* spin multiplicity: 2
* HOMO-LUMO gap (spin up / spin down): 0.0600 / 0.0817 hartree
* <S²>: 0.767
* HOMO (spin up / spin down): 3.0 / 2.4 eV



The following is a quantum chemistry calculation of an isolated ion of composition C10H16N3O and charge +1 in a non-equilibrium geometry, from OMol25.

Element x y z (Å)
C: -3.95 -0.57 0.14
C: -2.52 -0.85 -0.45
C: -1.68 -1.16 0.80
C: -0.16 -1.41 0.38
C: 0.72 -0.10 0.47
N: 0.40 0.94 1.27
N: -0.06 2.02 1.13
C: -0.51 2.39 -0.25
N: 0.09 1.52 -1.25
C: 2.10 -0.16 0.19
C: 3.24 0.60 0.61
C: 4.37 -0.08 0.13
C: 3.81 -1.12 -0.61
O: 2.51 -1.20 -0.48
H: -3.83 0.31 0.74
H: -4.21 -1.42 0.75
H: -4.53 -0.45 -0.68
H: -1.98 -0.04 -0.91
H: -2.58 -1.57 -1.27
H: -1.69 -0.47 1.54
H: -1.93 -2.08 1.25
H: 0.12 -1.84 -0.65
H: 0.29 -2.09 1.10
H: -1.57 2.21 -0.25
H: -0.40 3.55 -0.29
H: -0.17 1.41 -2.22
H: 1.11 1.73 -1.33
H: 3.20 1.59 1.06
H: 5.40 0.27 0.13
H: 4.40 -1.92 -1.06

Values from the calculation:
* LUMO: -4.7 eV
* total charge: +1
* SMILES: CCCCC(=[N+]=NCN)c1ccco1
* spin multiplicity: 1
* HOMO-LUMO gap: 0.2976 hartree
* HOMO: -12.8 eV
* ΔE to the lowest compared entry with this formula, charge and spin: 87.4 kcal/mol



The following is a quantum chemistry calculation of C4H4CuO5 as an isolated structure in a non-equilibrium geometry, from OMol25.

Element x y z (Å)
O: 0.60 2.56 -1.62
C: 0.49 2.21 -0.43
O: 0.11 2.91 0.55
O: 0.41 0.87 -0.18
C: -0.88 0.23 0.03
H: -1.69 0.85 -0.40
C: -0.85 -1.07 -0.76
H: -0.54 -0.90 -1.81
H: -0.18 -1.82 -0.31
H: -1.85 -1.53 -0.73
C: 1.80 -1.48 1.19
O: 1.05 -1.32 2.06
O: 2.57 -1.63 0.34
Cu: -1.02 0.12 2.05

Values from the calculation:
* LUMO (spin up / spin down): 3.0 / 1.9 eV
* total charge: -1
* spin multiplicity: 3
* HOMO-LUMO gap (spin up / spin down): 0.1945 / 0.2323 hartree
* <S²>: 2.005
* HOMO (spin up / spin down): -2.3 / -4.4 eV
* ΔE to the lowest compared entry with this formula, charge and spin: 2.0 kcal/mol



The following is a quantum chemistry calculation of a 10-piece molecular cluster, CH24O10 overall in a non-equilibrium geometry, from OMol25.

Element x y z (Å)
O: -2.22 -2.03 -0.40
H: -1.55 -1.40 -0.66
H: -2.70 -1.70 0.36
H: -2.85 -2.15 -1.12
O: -2.36 1.04 2.22
H: -1.41 0.98 2.33
H: -2.73 0.16 2.09
H: -2.63 1.69 1.58
O: -2.24 0.43 -2.73
H: -1.54 -0.16 -2.42
H: -3.00 -0.14 -2.91
H: -2.52 1.04 -2.04
C: 0.55 0.45 -0.51
O: -0.19 -0.52 -1.16
H: 1.26 0.01 0.19
H: 1.04 1.17 -1.15
H: -0.14 1.00 0.12
O: 1.51 -2.74 -1.40
H: 1.59 -3.06 -0.50
H: 0.89 -2.02 -1.35
O: 0.16 -1.80 -4.19
H: 0.49 -1.44 -3.36
H: 0.45 -1.16 -4.85
O: 0.30 3.77 0.14
H: -0.46 3.19 0.18
H: 0.71 3.67 1.00
O: 2.43 -0.93 2.53
H: 3.36 -1.06 2.33
H: 1.98 -1.67 2.12
O: 0.01 0.59 3.12
H: 0.19 0.59 4.06
H: 0.86 0.79 2.72
O: 3.62 1.51 1.14
H: 4.27 0.83 0.97
H: 2.88 1.05 1.54

Values from the calculation:
* LUMO: -9.3 eV
* total charge: +2
* spin multiplicity: 1
* HOMO-LUMO gap: 0.2483 hartree
* HOMO: -16.1 eV
* ΔE to the lowest compared entry with this formula, charge and spin: 20.7 kcal/mol



| no. | DFT total energy (eV) |
| --- | --- |
| 1 | -78242.892 |
| 2 | -15481.707 |
| 3 | -95581.945 |
| 4 | -27326.710 |
| 5 | -95878.773 |
| 6 | -11989.850 |
| 7 | -256684.001 |
| 8 | -17136.621 |
| 9 | -59088.424 |
| 10 | -21878.943 |